ORCA calculation (ωB97M-V/def2-TZVPD) on C4H5LiLuO6 as an isolated structure.

Properties
E_LUMO (alpha / beta) = -0.0014 / -0.0418 Ha
strongest force on any atom = 3.173 eV/Å
E_tot = -1849.9526 a.u.
spin multiplicity = 2
⟨S²⟩ = 0.755
orbital gap (alpha / beta) = 6.317 / 6.040 eV

Each line ends with the Löwdin charge.
Cartesian coordinates (Å):
O: 1.09193 0.94500 -1.26184  -0.1035
C: 1.99654 0.22741 -0.42532  -0.2222
C: 1.57885 0.38558 1.03467  -0.1534
O: 0.17815 0.43569 1.23872  -0.0439
C: -0.64784 -0.64909 0.95146  -0.7543
O: -0.22828 -1.46764 0.09333  -0.0268
O: -1.57404 -0.79252 1.82072  -0.2400
H: 1.54804 1.30726 -2.02415  0.1053
H: 3.01171 0.63581 -0.52642  0.1292
H: 2.01047 -0.83074 -0.71111  0.1155
H: 1.93412 1.35243 1.41336  0.1337
H: 2.02795 -0.42722 1.62560  0.1423
O: -3.78038 -0.73185 -0.38685  -0.3587
C: -2.63758 -0.28549 -0.79659  -0.6760
O: -2.40710 -0.22668 -2.04029  -0.1676
Li: -0.54672 -0.14621 -1.44840  0.6618
Lu: -3.55581 0.26826 1.44312  1.4586